A 40-piece molecular cluster, H80O40 overall, computed with wB97M-V/def2-TZVPD.

CARTESIAN COORDINATES (ANGSTROEM)
H  0.7039  6.0837  -2.1347
H  0.0559  5.0002  -2.3138
O  -0.2475  5.8099  -1.9809
H  -3.7439  0.9003  3.9367
H  -5.1186  0.2233  4.3566
O  -4.4195  0.2269  3.6972
H  0.2491  2.2933  -0.8253
H  -0.6000  3.4439  -1.3966
O  0.0388  3.1935  -0.6671
H  3.9654  -0.0961  -4.6949
H  2.5408  -0.8429  -4.4548
O  3.3993  -0.5464  -3.9846
H  3.1313  -3.1838  4.5217
H  2.6656  -1.9074  5.4070
O  2.3774  -2.8429  5.1685
H  2.7704  -3.1914  -3.5647
O  2.2665  -3.7052  -4.0510
H  5.2220  -3.0009  1.1701
O  5.0121  -3.2520  0.2546
H  -2.7568  0.8050  -1.9330
H  -3.1586  2.1047  -2.1192
O  -2.6014  1.5586  -1.5433
H  -3.5671  -1.7846  1.4332
H  -3.4314  -0.7204  2.3765
O  -3.1854  -0.8512  1.4967
H  -0.6266  -5.5869  -1.6005
H  0.4215  -6.6476  -1.1745
O  -0.4292  -6.4072  -1.1240
H  -2.3078  2.0858  1.0422
H  -0.8770  2.1589  0.5942
O  -1.4126  2.2835  1.3433
H  -1.0555  -3.6376  2.5783
O  -1.9262  -3.9996  2.2641
H  0.2873  -2.5544  3.1563
H  1.3402  -3.4648  3.7795
O  0.4980  -3.4940  3.3477
H  -0.4164  4.4782  2.2009
H  0.4293  4.1222  1.0540
O  0.2684  4.8652  1.6822
H  -0.7443  2.9695  -4.0065
H  0.7889  3.1304  -3.9273
O  0.0990  2.5318  -4.1252
H  -4.8568  1.0136  -3.1125
H  -4.6484  -0.4265  -2.3697
O  -5.1065  0.0892  -3.1798
H  -2.4361  -0.4667  -4.4228
H  -2.1203  0.8740  -5.4764
O  -2.3482  0.5905  -4.5618
H  2.3530  -4.4920  -0.4289
H  1.0357  -4.2409  -1.7008
O  2.0132  -4.4412  -1.4279
H  4.4651  2.3664  -0.3897
O  3.8783  1.7707  0.0447
H  2.4692  4.9735  -0.5965
H  1.0859  5.4102  -0.0343
O  1.8881  5.6536  -0.2699
H  -3.5305  -3.5457  0.3936
O  -4.0102  -3.2716  -0.3523
H  2.7525  0.9170  -1.3345
H  1.9908  1.2918  -2.7454
O  1.9060  1.2583  -1.7014
H  -1.2360  -3.5006  -0.7256
H  -1.6044  -2.7061  -2.1284
O  -1.4995  -3.6281  -1.6281
H  -3.5768  -1.0988  -0.9831
H  -4.6916  -0.7465  -0.0642
O  -4.2602  -0.4308  -0.6935
H  2.2986  -4.5331  2.6684
H  2.6771  -3.2762  2.1487
O  3.0352  -3.9992  2.7184
H  2.7222  4.5296  2.7090
H  2.8885  3.8345  4.0046
O  3.3244  4.5106  3.3062
H  0.4394  -0.2490  -2.2878
H  -0.9558  0.2184  -2.7315
O  -0.4359  -0.4791  -2.6619
H  -2.5852  4.8231  1.3576
H  -2.8498  3.4205  1.6153
O  -3.2091  4.1012  1.4654
H  4.9054  4.0821  2.1383
H  5.2153  2.6785  1.9513
O  5.4599  3.5141  1.4854
H  -0.4069  0.7978  4.6056
H  -0.9716  1.9410  3.9107
O  -0.7162  1.6519  4.8003
H  -4.0931  2.8518  -4.2139
H  -4.5952  3.8422  -3.0823
O  -4.1003  3.7338  -3.9276
H  4.5568  0.8681  1.1852
O  4.6701  -0.2161  1.4832
H  -0.8777  -0.2833  2.3676
H  0.5502  -0.4454  2.1510
O  -0.1846  0.2220  2.2775
H  2.9227  2.0529  0.3182
H  2.7083  -4.5552  -4.0053
H  -3.5836  -3.7807  -1.0868
H  5.6526  -3.8030  -0.2158
H  -1.5117  -4.7965  2.0010
H  5.5678  -0.0571  1.7942
O  -1.9002  -3.1465  5.3939
H  -2.4419  -3.5357  4.7276
H  -1.1063  -3.4654  5.0809
O  -4.9778  3.8357  -0.7404
H  -4.7808  4.6835  -0.7058
H  -4.6766  3.3600  0.0834
O  -0.9273  -1.6126  0.1259
H  -1.6964  -1.2417  0.5316
H  -1.1485  -1.5209  -0.9475
O  2.1574  -0.7269  0.3251
H  2.5167  -0.6581  -0.5653
H  1.4401  -1.2681  0.3290
O  0.8143  3.1376  3.5692
H  0.5801  2.4209  2.9822
H  0.5338  3.1912  4.4304
O  5.4165  -2.8611  -2.4314
H  5.8063  -2.3057  -1.7269
H  4.9125  -2.4258  -3.0349
O  -1.5217  -3.2196  -4.4092
H  -1.2564  -3.7634  -3.6299
H  -2.0787  -3.8427  -4.9881

Forces on the atoms, in the same order (eV/Å):
H -1.24 1.45 1.11
H -0.73 -3.10 -0.77
O 1.72 1.88 -0.49
H -0.88 -0.61 0.15
H 0.24 0.18 0.15
O 0.71 0.53 -0.08
H 0.81 -1.61 -0.84
H 0.82 -0.61 1.47
O -1.09 1.90 -1.12
H -1.38 -1.02 1.37
H 2.01 0.69 0.90
O -0.71 0.25 -2.21
H -2.08 0.99 1.75
H -0.57 -1.79 -0.51
O 2.96 0.85 -1.04
H 3.72 4.09 4.06
O -3.71 -3.82 -4.24
H 0.44 -0.53 -0.71
O -0.55 0.33 -0.05
H -1.03 -6.93 -2.76
H 0.25 0.72 0.47
O 1.12 6.81 2.37
H 0.96 1.51 -0.43
H -0.59 1.15 2.78
O -0.18 -2.90 -1.41
H 0.44 -0.33 0.10
H 4.98 -0.80 -0.60
O -5.59 1.13 0.54
H 0.41 -0.72 -0.48
H 0.91 -0.18 -1.52
O -1.72 0.11 2.30
H -1.30 0.26 -0.10
O 0.72 1.45 0.67
H 0.40 -0.48 0.28
H 0.80 0.44 1.10
O -1.75 0.61 -0.98
H -0.66 -0.36 0.97
H -0.21 0.71 0.43
O 0.54 -0.09 -1.55
H -0.24 0.24 0.06
H 0.96 1.24 0.31
O -0.70 -1.46 -0.39
H 0.07 -0.13 0.32
H -1.92 2.27 -2.13
O 1.13 -1.96 1.49
H 0.47 3.71 -1.32
H -0.12 -1.17 0.92
O -0.39 -2.45 0.38
H -2.20 0.55 -3.15
H 2.66 -0.30 1.92
O -0.25 -0.12 1.37
H -0.07 1.62 -0.20
O -2.87 -1.24 1.22
H -0.40 -0.61 0.13
H -5.73 -2.24 1.59
O 6.76 3.16 -1.96
H 1.24 -0.82 1.80
O -0.81 -0.03 -2.35
H -0.43 0.59 -0.66
H 0.04 -0.24 3.12
O 0.17 -0.20 -3.06
H 0.31 0.89 1.02
H 0.48 -2.60 1.70
O -0.60 1.26 -3.10
H -1.22 0.68 1.18
H -5.74 -4.59 8.61
O 6.80 3.60 -10.24
H -2.40 -2.65 0.03
H 0.99 -0.12 0.32
O 2.08 2.57 -0.78
H -6.64 0.48 -6.38
H 1.47 2.32 -2.56
O 5.19 -2.67 8.70
H -0.77 0.33 -0.07
H -3.26 5.58 -0.65
O 4.03 -6.03 0.83
H 0.22 -0.39 -0.06
H 8.52 -14.16 3.47
O -9.14 15.54 -3.02
H 1.11 -0.53 -1.53
H 0.59 0.48 -0.85
O -1.61 0.31 2.59
H 0.80 -2.00 -0.17
H -0.15 0.06 0.28
O -1.68 1.27 0.46
H -0.25 -2.02 -0.37
H 0.43 -0.60 -0.82
O -0.12 2.43 1.30
H -0.66 -4.31 0.34
O 0.55 4.39 -0.37
H -6.41 -4.10 0.52
H -0.80 1.29 -0.02
O 7.68 2.69 -0.29
H 2.87 0.07 -1.07
H -0.11 -0.21 0.08
H -0.37 0.67 0.79
H 0.01 0.13 0.85
H -0.09 -2.08 -0.89
H 0.44 -0.81 0.35
O -2.08 1.13 1.32
H -1.36 -0.27 -0.76
H 3.50 -0.85 -0.66
O -1.55 -7.34 0.05
H 1.70 6.05 0.89
H -0.24 1.41 -1.38
O 0.46 -0.51 -4.59
H -1.06 0.65 0.79
H 1.27 0.37 4.04
O 3.35 2.59 0.67
H -0.21 -0.62 0.16
H -3.53 -2.49 -0.61
O 2.84 1.80 -3.57
H -0.43 -0.62 0.80
H -1.50 -1.13 2.66
O 3.06 -2.52 2.91
H -1.02 0.02 -0.90
H -2.08 2.64 -2.25
O -1.13 -1.72 -0.69
H -0.19 0.35 -0.97
H 1.29 1.36 1.44

Results
- net charge = -1
- gap between HOMO and LUMO (alpha / beta) (Ha) = 0.0808 / 0.3685
- energy relative to the best compared isomer or geometry (same formula, charge and spin) (kcal/mol) = 247.5
- multiplicity = 2
- total energy (hartree) = -3057.15822
- <S²> = 0.751